Entry 1:
Below is 2 unconnected molecules or ions with the total composition C8H19NSi in a non-equilibrium geometry, with properties calculated with the ωB97M-V functional and the def2-TZVPD basis.

HOMO-LUMO gap (alpha / beta) (Ha): 0.3323 / 0.2279
Energy above the lowest of the compared OMol25 structures with the same formula, charge and spin (eV): 4.805
F_max (eV/Å): 1.26
LUMO energy (alpha / beta) (Eh): 0.00472 / -0.00205

Positions of all 29 atoms, in Å:
C1 -0.17182 2.26865 1.70241
C2 0.39258 1.06292 1.65802
C3 -3.14999 -1.29274 -0.04138
C4 2.65228 -1.87175 0.44013
C5 2.39940 1.58931 -1.35947
C6 -3.36113 0.21141 0.19182
C7 1.12567 -1.76184 0.44559
C8 1.09701 0.80376 -1.51581
N1 -2.51237 1.07182 -0.55188
Si1 0.51484 0.01882 0.11762
H1 -0.25648 2.82010 2.62554
H2 -0.58703 2.72749 0.82419
H3 0.74208 0.62498 2.58903
H4 -3.29856 -1.54156 -1.09280
H5 -2.12680 -1.56124 0.23672
H6 -3.84969 -1.87930 0.55277
H7 3.09351 -1.22620 1.19676
H8 2.95907 -2.89577 0.64188
H9 3.05777 -1.58930 -0.53016
H10 2.71574 1.99316 -2.31898
H11 2.26363 2.41792 -0.66897
H12 3.20078 0.95963 -0.98114
H13 -4.42246 0.43302 -0.04750
H14 -3.21907 0.44287 1.25570
H15 0.75064 -2.09923 1.41473
H16 0.72192 -2.45112 -0.29942
H17 1.22980 0.02847 -2.27482
H18 0.32314 1.47560 -1.88558
H19 -2.51122 0.76540 -1.52749

Forces on the atoms, in the same order (eV/Å):
0.1 -0.1 0.1
0.3 -0.4 -0.4
0.0 0.3 0.1
0.0 0.0 -0.1
0.0 0.0 -0.1
-0.3 -0.6 0.4
0.0 0.5 0.0
0.1 -0.1 0.5
1.0 0.2 -0.2
-1.2 -0.1 -0.3
0.0 0.1 0.2
-0.2 0.1 -0.3
0.0 0.0 0.1
0.0 0.0 -0.1
-0.1 0.0 0.0
0.0 -0.1 0.0
0.1 0.0 0.0
0.1 -0.1 0.0
0.1 0.0 0.0
0.1 0.1 -0.1
0.1 0.1 0.1
0.1 0.0 0.1
0.2 0.1 0.0
-0.1 -0.1 -0.1
-0.2 0.1 0.0
-0.1 0.1 0.0
-0.1 -0.1 0.1
-0.2 -0.1 0.1
0.0 -0.1 0.0

These are the Mulliken partial charges, in e, on atoms 1 to 4: C -0.6674; C -0.1180; C -0.8570; C -1.3201


Entry 2:
Below is 2 unconnected molecules or ions with the total composition C8H19O4 in a non-equilibrium geometry, with properties calculated with the ωB97M-V functional and the def2-TZVPD basis.

HOMO-LUMO gap (Ha): 0.2008
Charge: -1
F_max (eV/Å): 2.82
LUMO energy (Eh): 0.10544

Positions of all 31 atoms, in Å:
C1 1.85853 -2.64064 -0.29085
H1 2.35603 -2.04203 0.48396
H2 2.22681 -3.67445 -0.23545
H3 2.14136 -2.27296 -1.28737
C2 0.35090 -2.61543 -0.09726
H4 0.14647 -2.50434 0.98114
H5 -0.10640 -3.06985 -0.99627
O1 -0.10558 -1.02669 -0.47620
C3 -1.44454 -0.69022 -0.28655
C4 -1.82384 0.65506 -0.87878
O2 -1.12546 1.68640 -0.22621
C5 -1.39163 2.96411 -0.74003
C6 -0.45552 3.97189 -0.12248
O3 0.85604 3.74382 -0.56787
C7 1.79031 4.62676 -0.00386
H6 -1.71338 -0.69290 0.78977
H7 -2.08448 -1.45085 -0.77463
H8 -2.91681 0.80437 -0.77716
H9 -1.58292 0.66341 -1.95907
H10 -2.43241 3.26466 -0.51764
H11 -1.26938 2.96979 -1.83905
H12 -0.50349 3.89720 0.97938
H13 -0.78882 4.98749 -0.40595
H14 2.78024 4.36057 -0.39262
H15 1.56610 5.67331 -0.27531
H16 1.80158 4.54454 1.09661
C8 0.37989 -5.23558 1.77654
O4 -0.07597 -4.77495 0.56237
H17 -0.44203 -5.64286 2.41036
H18 1.14204 -6.04780 1.69115
H19 0.86635 -4.43185 2.37931

Forces on the atoms, in the same order (eV/Å):
0.1 0.1 -0.1
0.0 -0.1 -0.3
-0.4 0.2 0.2
-0.1 0.2 0.2
0.2 2.7 -0.8
-0.8 -1.1 -0.9
-0.6 -0.3 1.7
1.1 -0.2 -0.2
0.3 -1.1 0.3
0.2 -0.3 -0.4
0.1 0.4 0.2
-0.1 -0.3 -0.2
-0.1 0.1 0.3
0.2 0.0 -0.2
0.0 0.0 0.1
0.0 0.1 -0.2
-0.2 0.2 0.1
0.2 -0.1 0.0
0.0 0.0 0.2
0.1 0.0 0.0
0.0 0.0 0.2
0.0 0.0 -0.2
0.1 -0.1 0.0
-0.3 0.0 0.1
0.1 -0.1 0.1
0.0 0.0 -0.2
-0.5 0.3 -1.1
0.3 -0.7 0.5
0.2 0.0 0.2
0.0 0.0 0.1
0.1 0.1 0.2

These are the Mulliken partial charges, in e, on atoms 1 to 4: C -1.2040; H 0.2700; H 0.3895; H 0.3388


Entry 3:
Below is 2 unconnected molecules or ions with the total composition C8H19PS2 in a non-equilibrium geometry, with properties calculated with the ωB97M-V functional and the def2-TZVPD basis.

HOMO-LUMO gap (alpha / beta) (Ha): 0.2586 / 0.2616
Energy above the lowest of the compared OMol25 structures with the same formula, charge and spin (eV): 5.502
F_max (eV/Å): 4.69
LUMO energy (alpha / beta) (Eh): -0.06947 / -0.06833

Positions of all 30 atoms, in Å:
C1 1.96682 1.16979 -1.33033
C2 0.00106 2.73385 -1.40188
C3 -1.72982 -1.23359 -0.62832
C4 -0.95954 -0.92622 1.73522
C5 -0.21648 0.71693 0.13785
C6 0.68672 -1.55996 0.00664
C7 0.39862 1.19661 -1.15260
C8 -0.59464 -0.76415 0.29964
P1 1.58188 -1.73651 1.64770
S1 1.70614 0.01352 3.92530
S2 1.05382 -3.62117 2.36312
H1 2.33274 0.14366 -1.43650
H2 2.24864 1.81447 -2.23173
H3 2.52960 1.40643 -0.37539
H4 -0.90564 2.91148 -2.17263
H5 0.80699 3.41654 -1.86105
H6 -0.44016 3.20358 -0.54569
H7 -1.89731 -2.40979 -0.50184
H8 -1.47193 -1.08468 -1.73140
H9 -2.64021 -0.81283 -0.44914
H10 -0.25844 -0.33834 2.38645
H11 -1.35442 -1.92468 1.98575
H12 -1.83851 -0.37000 2.00998
H13 -1.14752 1.15012 0.38166
H14 0.46940 0.89167 1.02479
H15 0.39033 -2.59019 -0.23939
H16 1.43485 -1.22426 -0.60637
H17 -0.07147 0.62937 -1.90054
H18 2.66623 -2.26635 0.82324
H19 1.13049 -3.13790 3.57654

Forces on the atoms, in the same order (eV/Å):
-0.1 -0.4 0.6
-1.3 0.5 -2.7
2.7 -3.4 -1.6
-1.4 0.5 1.1
1.3 -0.8 1.6
-2.5 -1.9 3.5
1.0 3.1 0.0
0.7 0.3 -1.9
1.9 -0.4 -1.2
0.1 -0.9 -1.2
-0.2 -0.3 -0.4
-0.1 0.1 -0.8
-0.1 -1.0 1.5
-0.8 0.7 -1.0
1.9 -1.0 1.4
-0.9 -1.3 1.0
0.3 0.2 0.9
0.5 2.4 -0.2
-0.3 -0.2 1.4
-2.5 1.5 0.6
-0.3 -1.6 -0.1
1.2 0.0 0.3
-0.9 0.8 -0.5
-0.9 1.5 0.0
-0.5 0.3 -1.0
0.4 0.1 -0.2
1.2 1.1 -1.9
-0.3 -0.7 -1.5
0.2 0.7 1.2
-0.1 0.0 1.1

These are the Mulliken partial charges, in e, on atoms 1 to 4: C -1.3598; C -1.2066; C -1.7773; C -2.0039


Entry 4:
Below is a molecular structure, C8H20AgO8 in a non-equilibrium geometry, with properties calculated with the ωB97M-V functional and the def2-TZVPD basis.

HOMO-LUMO gap (alpha / beta) (Ha): 0.1576 / 0.1485
Multiplicity: 3
<S²>: 2.02
Charge: -3
F_max (eV/Å): 4.73
LUMO energy (alpha / beta) (Eh): 0.25099 / 0.25125

Positions of all 37 atoms, in Å:
Ag1 0.22048 -0.32510 -0.51094
O1 -1.98366 -0.09788 0.15199
C1 -3.11088 0.76659 0.06647
C2 -4.09767 1.10850 1.21336
O2 -3.64915 1.66278 2.45741
H1 -3.75011 0.51389 -0.77947
H2 -2.64969 1.72209 -0.18338
H3 -4.72687 0.23582 1.38836
H4 -4.87221 1.79480 0.87105
O3 0.24462 -2.32094 -1.83182
C3 0.39388 -3.43134 -0.90113
C4 -0.05982 -3.16889 0.61347
O4 0.20103 -1.98117 1.31740
H5 1.43251 -3.76144 -0.88159
H6 -0.14850 -4.30755 -1.25634
H7 0.41556 -3.99909 1.13585
H8 -1.11486 -3.44099 0.58247
O5 0.92441 1.15660 1.18048
C5 2.05092 1.47595 1.98664
C6 1.97663 2.39689 3.27421
O6 0.96632 2.09846 4.21401
H9 2.80190 1.87616 1.30550
H10 2.57707 0.53735 2.16066
H11 1.91564 3.45576 3.02284
H12 2.90281 2.35520 3.84741
C7 -1.53185 0.80658 -3.20370
O7 -0.42725 1.20193 -2.38636
H13 -1.23549 0.82523 -4.25247
H14 -1.78206 -0.21189 -2.90668
H15 -2.34463 1.52574 -3.10227
H16 -0.16291 2.10502 -2.57650
C8 3.23620 -0.58321 -0.72878
O8 2.21818 0.03961 -1.53507
H17 2.74367 -1.16824 0.04792
H18 3.71114 -1.34285 -1.34965
H19 4.05492 -0.06482 -0.22970
H20 2.65982 0.54459 -2.22176

Forces on the atoms, in the same order (eV/Å):
-0.9 -1.4 1.3
-2.8 1.0 0.6
2.0 -0.2 -0.6
0.6 1.0 4.6
-0.7 -1.2 -2.8
-0.3 -0.5 -0.5
0.2 0.5 0.0
0.1 -1.1 0.1
0.0 0.6 -1.4
0.1 -1.6 1.3
-0.1 3.1 -0.6
0.5 1.0 -0.1
0.3 -1.1 -2.0
0.9 0.0 0.1
-0.6 -0.5 0.0
0.4 -0.9 0.4
-0.9 0.2 0.2
1.1 1.1 1.6
-0.4 -0.2 -1.2
-3.2 -1.3 2.4
1.6 0.4 -1.4
0.5 1.0 -0.5
-0.5 -0.7 0.9
-0.1 0.6 -1.1
1.4 -0.5 -0.5
0.7 0.5 0.1
-0.2 0.0 -0.4
0.1 -0.2 -0.3
-0.1 0.2 0.1
-0.4 -0.3 0.3
-0.2 0.1 0.0
-0.3 -1.8 -0.4
2.1 0.7 0.6
-0.4 0.2 0.0
0.2 -0.2 -0.2
-0.4 1.2 -0.3
-0.1 0.1 -0.2

These are the Mulliken partial charges, in e, on atoms 1 to 4: Ag 0.8672; O -0.1074; C -0.3667; C -0.6872